ORCA calculation (the ωB97M-V functional and the def2-TZVPD basis) on a structure of composition C5H6O in a non-equilibrium geometry.

Values from the calculation:
* LUMO energy (spin up / spin down): 0.1013 / 0.4722 eV
* gap between HOMO and LUMO (spin up / spin down): 8.04 / 8.78 eV
* energy: -269.0956 hartree
* E_HOMO (spin up / spin down): -7.936 / -8.309 eV
* relative energy (zero: lowest compared OMol25 entry of this formula, charge and spin): 6.820 eV

```
! wB97M-V def2-TZVPD RIJCOSX def2/J DEFGRID3
* xyz 0 1
H -0.826 1.981 0.764
C 0.001 -0.235 0.298
H 0.741 -0.414 -1.904
C 0.772 0.144 -0.969
H -2.293 -3.140 -0.170
H 0.592 -0.331 1.217
C -1.644 -2.303 -0.030
H 1.890 1.792 1.064
C -0.915 -1.356 0.114
H 2.134 1.363 0.497
C -0.543 1.150 0.125
O 0.092 1.350 -1.006
*
```

Here are the natural (NBO) charges for atoms 1 to 8, given in e: 0.1894 -0.4477 0.1764 0.0297 0.2394 0.2757 -0.2169 -0.0296